Entry a
Computed, not measured: C4H9N3O as an isolated structure, with ωB97M-V with the def2-TZVPD basis set.

ORCA input file:
```
! wB97M-V def2-TZVPD RIJCOSX def2/J DEFGRID3
* xyz 0 1
C -1.661 0.612 -0.790
N -0.556 -0.273 -0.479
C 0.879 0.546 -0.103
N 1.907 -0.276 -0.506
C -0.343 -1.570 1.368
C 0.990 1.863 0.093
O -0.609 -2.577 0.557
N -0.367 -0.349 0.963
H -0.725 -2.101 -0.327
H 2.770 -0.208 0.012
H 1.652 -1.208 -0.796
H -0.140 -1.812 2.403
H -1.572 1.611 -0.343
H -2.602 0.184 -0.424
H -1.681 0.730 -1.874
H 1.833 2.385 -0.331
H 0.225 2.443 0.577
*
```

As for the molar mass: 115.14 g/mol. Its highest occupied orbital energy is -7.53 eV. The calculation puts the frontier orbital gap at 8.426 eV. Its LUMO energy is 0.9 eV.

***

Entry b
Computed, not measured: a 2-piece molecular cluster, C4H9N3O overall, with ωB97M-V with the def2-TZVPD basis set.

ORCA input file:
```
! wB97M-V def2-TZVPD RIJCOSX def2/J DEFGRID3
* xyz 0 1
C 1.542 0.458 -0.284
C 1.330 -0.759 -1.111
N -0.768 1.193 -0.432
C -1.058 0.344 0.589
C -2.142 -0.404 0.861
O -1.628 0.939 -1.491
N 0.156 0.350 1.357
N 0.282 -0.516 2.235
H -1.455 1.674 -2.094
H 1.239 -0.436 2.611
H 1.545 1.423 -0.764
H 2.269 0.375 0.515
H -3.031 -0.303 0.258
H -2.139 -1.067 1.712
H 0.911 -1.576 -0.515
H 0.655 -0.575 -1.946
H 2.291 -1.119 -1.502
*
```

As for the molar mass: 115.14 g/mol. Its highest occupied orbital energy (alpha / beta) is -8.11 / -6.92 eV. The calculation puts the frontier orbital gap (alpha / beta) at 8.070 / 6.479 eV. Its LUMO energy (alpha / beta) is 0.0 / -0.4 eV.

***

Which structure wins on stability? entry a wins.

***

Entry a
Computed, not measured: one molecule with the formula C4H9N3O, with ωB97M-V with the def2-TZVPD basis set.

ORCA input file:
```
! wB97M-V def2-TZVPD RIJCOSX def2/J DEFGRID3
* xyz 0 1
C -1.138 0.155 1.998
N -1.437 -0.581 0.788
C -0.811 -0.410 -0.334
N -1.492 -0.916 -1.419
C 0.599 0.091 -0.535
N 0.983 0.483 -1.823
C 1.467 0.027 0.496
O 2.712 0.605 0.459
H -0.536 -0.458 2.674
H -0.644 1.116 1.821
H -2.076 0.374 2.520
H -1.568 -0.249 -2.178
H -2.410 -1.214 -1.099
H 0.368 0.038 -2.503
H 1.942 0.201 -2.016
H 1.341 -0.513 1.422
H 2.700 1.252 -0.270
*
```

The structure (SMILES) is C/N=C(N)\C(N)=C\O. As for the molar mass: 115.14 g/mol. Its highest occupied orbital energy is -7.96 eV. The calculation puts the frontier orbital gap at 8.645 eV. Its LUMO energy is 0.7 eV.

***

Entry b
Computed, not measured: one molecule with the formula C4H9N3O, with ωB97M-V with the def2-TZVPD basis set.

ORCA input file:
```
! wB97M-V def2-TZVPD RIJCOSX def2/J DEFGRID3
* xyz 0 1
H 1.991 2.473 -0.008
N 2.105 1.401 0.063
C 1.006 0.798 0.027
N -0.284 1.177 -0.374
N -1.120 0.078 -0.618
C -2.099 0.000 0.490
C -0.194 -1.080 -0.601
C 0.962 -0.715 0.324
O 2.109 -1.339 -0.045
H -0.392 2.014 -0.940
H -1.592 0.094 1.468
H -2.854 0.799 0.404
H -2.576 -1.007 0.423
H 0.205 -1.276 -1.607
H -0.733 -1.991 -0.282
H 0.726 -0.889 1.380
H 2.739 -0.536 -0.104
*
```

The structure (SMILES) is [H]/N=C1\NN(C)C[C@H]1O. As for the molar mass: 115.14 g/mol. Its highest occupied orbital energy is -8.84 eV. The calculation puts the frontier orbital gap at 9.749 eV. Its LUMO energy is 0.9 eV.

***

Entry c
Computed, not measured: one molecule with the formula C4H9N3O, with ωB97M-V with the def2-TZVPD basis set.

ORCA input file:
```
! wB97M-V def2-TZVPD RIJCOSX def2/J DEFGRID3
* xyz 0 1
H -2.984 0.043 0.909
N -2.009 0.323 1.033
C -1.325 0.002 -0.031
N -2.000 -0.476 -1.146
C 0.157 -0.526 0.101
N 0.476 -1.699 -0.552
C 0.924 0.491 0.477
C 2.366 0.802 0.382
O -0.003 1.722 0.591
H -1.385 -0.585 -1.948
H -2.847 0.039 -1.350
H -0.280 -2.371 -0.434
H 1.410 -2.025 -0.332
H 2.825 0.764 1.375
H 2.886 0.084 -0.261
H 2.543 1.801 -0.030
H -0.755 1.611 1.212
*
```

The structure (SMILES) is [H]/N=C(N)/C(N)=C(/C)O. As for the molar mass: 115.14 g/mol. Its highest occupied orbital energy is -7.99 eV. The calculation puts the frontier orbital gap at 8.845 eV. Its LUMO energy is 0.9 eV.

***

Entry d
Computed, not measured: one molecule with the formula C4H9N3O, with ωB97M-V with the def2-TZVPD basis set.

ORCA input file:
```
! wB97M-V def2-TZVPD RIJCOSX def2/J DEFGRID3
* xyz 0 1
H 1.851 -0.192 -1.791
N 1.221 0.608 -1.701
C 0.232 0.334 -0.912
C -0.811 1.373 -0.604
C -0.302 -1.172 -0.829
N -0.377 -1.913 -1.868
H -0.214 -1.333 -2.699
N -0.263 -1.541 0.470
O 0.723 -0.299 1.002
C 0.289 0.280 2.227
H -1.692 0.953 -0.119
H -0.383 2.131 0.054
H -1.115 1.856 -1.535
H 0.286 -2.378 0.655
H -0.787 0.482 2.215
H 0.513 -0.404 3.049
H 0.829 1.217 2.388
*
```

The structure (SMILES) is [H]/N=C(C)\C(=N/[H])NOC. As for the molar mass: 115.14 g/mol. Its highest occupied orbital energy is -9.23 eV. The calculation puts the frontier orbital gap at 9.453 eV. Its LUMO energy is 0.2 eV.

***

Which structure wins on stability? entry a wins.

***

Entry a
Computed, not measured: a 2-piece molecular cluster, C4H9N3O overall, with ωB97M-V with the def2-TZVPD basis set.

ORCA input file:
```
! wB97M-V def2-TZVPD RIJCOSX def2/J DEFGRID3
* xyz 0 1
N -0.610 -1.670 2.377
C -1.007 -1.304 1.098
N -1.753 -0.137 1.095
O -0.789 -1.993 0.129
H -0.068 -2.519 2.412
H -0.313 -0.969 3.034
H -2.005 0.241 1.991
H -1.573 0.539 0.373
C 0.971 0.883 -2.849
C 0.176 1.025 -1.798
N 0.614 1.552 -0.564
C 1.348 0.825 0.160
H 1.980 1.272 -2.829
H 0.566 0.497 -3.773
H -0.864 0.716 -1.815
H 1.760 1.249 1.072
H 1.568 -0.208 -0.115
*
```

The structure (SMILES) is NC(N)=O.C=CN=C. As for the molar mass: 115.14 g/mol. Its highest occupied orbital energy is -9.20 eV. The calculation puts the frontier orbital gap at 9.901 eV. Its LUMO energy is 0.7 eV.

***

Entry b
Computed, not measured: C4H9N3O as an isolated structure, with ωB97M-V with the def2-TZVPD basis set.

ORCA input file:
```
! wB97M-V def2-TZVPD RIJCOSX def2/J DEFGRID3
* xyz 0 1
C 1.388 0.913 0.745
C -1.041 0.130 0.992
C -0.456 -0.319 -0.866
N 0.011 0.557 -1.847
N -0.513 -1.651 -1.334
C 0.359 -0.199 0.691
O -1.643 0.246 2.181
N -1.613 0.132 -0.169
H -0.985 0.261 2.890
H -1.022 -2.258 -0.704
H 0.400 -2.047 -1.524
H -0.352 1.496 -1.723
H -0.222 0.243 -2.784
H 0.709 -1.113 1.186
H 0.978 1.862 0.388
H 2.251 0.677 0.113
H 1.752 1.069 1.766
*
```

As for the molar mass: 115.14 g/mol. Its highest occupied orbital energy is -8.42 eV. The calculation puts the frontier orbital gap at 8.994 eV. Its LUMO energy is 0.6 eV.

***

Entry c
Computed, not measured: one molecule with the formula C4H9N3O, with ωB97M-V with the def2-TZVPD basis set.

ORCA input file:
```
! wB97M-V def2-TZVPD RIJCOSX def2/J DEFGRID3
* xyz 0 1
C 1.889 -0.659 0.246
C 0.585 -0.067 -0.149
C 0.088 1.190 -0.276
N 0.589 2.478 -0.316
N -1.213 0.805 -0.711
O -2.232 0.900 0.218
N -0.543 -0.736 -0.671
C -1.166 -1.789 0.083
H 2.307 -1.249 -0.571
H 2.585 0.137 0.506
H 1.781 -1.315 1.112
H -0.123 3.178 -0.468
H 1.391 2.612 -0.920
H -1.866 0.741 1.111
H -0.925 -2.748 -0.375
H -2.253 -1.652 0.033
H -0.896 -1.826 1.148
*
```

The structure (SMILES) is Cc1c(N)n(O)n1C. As for the molar mass: 115.14 g/mol. Its highest occupied orbital energy is -7.54 eV. The calculation puts the frontier orbital gap at 8.428 eV. Its LUMO energy is 0.9 eV.

***

Entry d
Computed, not measured: one molecule with the formula C4H9N3O, with ωB97M-V with the def2-TZVPD basis set.

ORCA input file:
```
! wB97M-V def2-TZVPD RIJCOSX def2/J DEFGRID3
* xyz 0 1
C 0.366 0.644 0.472
C 1.312 0.920 1.568
C 0.158 -0.764 0.043
C -1.417 -0.286 -0.410
N 1.195 -0.776 -0.999
N -1.648 0.535 -1.498
N -2.376 -0.957 0.088
O 0.165 -1.663 0.961
H 0.126 1.543 -0.099
H 0.949 -0.876 -1.977
H 2.012 -1.287 -0.689
H -0.883 0.963 -1.994
H -2.601 0.529 -1.836
H -1.983 -1.600 0.784
H 1.720 0.021 2.029
H 2.128 1.562 1.219
H 0.777 1.492 2.339
*
```

As for the molar mass: 115.14 g/mol. Its highest occupied orbital energy (alpha / beta) is -8.09 / -8.09 eV. The calculation puts the frontier orbital gap (alpha / beta) at 6.627 / 6.629 eV. Its LUMO energy (alpha / beta) is -1.5 / -1.5 eV.

***

Which structure wins on stability? entry a wins.

***

Entry a
Computed, not measured: an isolated ion of composition C4H10N3 and charge +1, with ωB97M-V with the def2-TZVPD basis set.

ORCA input file:
```
! wB97M-V def2-TZVPD RIJCOSX def2/J DEFGRID3
* xyz 1 1
H 3.786 -0.678 0.734
N 2.973 -0.055 0.370
N 1.929 -0.688 0.311
N 0.778 0.199 0.008
C 1.041 1.576 -0.173
C -0.344 -0.413 -0.116
C -1.676 0.297 0.028
C -0.487 -1.846 -0.276
H 0.804 2.197 0.750
H 2.172 1.658 -0.455
H 0.433 2.059 -0.984
H -2.374 -0.462 0.319
H -1.720 1.036 -0.805
H -1.653 1.002 0.891
H -0.785 -2.124 0.659
H -1.394 -2.208 -0.869
H 0.449 -2.268 -0.596
*
```

The structure (SMILES) is [H]/N=N/[N+](C)=C(C)C. As for the molar mass: 100.14 g/mol. Its highest occupied orbital energy is -14.97 eV. The calculation puts the frontier orbital gap at 10.121 eV. Its LUMO energy is -4.8 eV.

***

Entry b
Computed, not measured: a 2-piece molecular cluster, C4H10N3 overall, with ωB97M-V with the def2-TZVPD basis set.

ORCA input file:
```
! wB97M-V def2-TZVPD RIJCOSX def2/J DEFGRID3
* xyz 1 1
C -0.703 -2.262 1.081
C 1.594 0.441 -1.015
C -1.262 1.514 0.643
C 0.053 0.892 -1.213
N 0.354 -1.577 1.384
N 1.330 -1.072 1.690
N -0.811 0.592 -0.117
H -1.072 -0.374 -0.022
H -1.631 -2.538 1.685
H 1.798 -0.604 -0.920
H 2.073 0.829 -1.853
H 1.898 0.837 -0.120
H -0.919 2.603 0.528
H -2.016 1.265 1.273
H -0.510 -2.874 0.256
H -0.374 0.373 -2.060
H 0.197 1.955 -1.223
*
```

As for the molar mass: 100.14 g/mol. Its highest occupied orbital energy is -12.97 eV. The calculation puts the frontier orbital gap at 7.947 eV. Its LUMO energy is -5.0 eV.

***

Which structure wins on stability? entry a wins.

***

Entry a
Computed, not measured: an isolated ion of composition C4H10N3 and charge +1, with ωB97M-V with the def2-TZVPD basis set.

ORCA input file:
```
! wB97M-V def2-TZVPD RIJCOSX def2/J DEFGRID3
* xyz 1 1
C 1.654 -1.414 1.050
C 0.338 -0.699 1.271
N -0.263 0.006 0.345
C 0.178 0.183 -1.093
N -0.413 1.546 -1.341
C -1.739 1.433 -0.773
N -1.606 0.712 0.446
H 2.265 -1.380 1.880
H 2.360 -1.276 0.156
H 1.196 -2.404 1.124
H 0.066 -0.880 2.291
H -0.534 -0.417 -1.717
H 1.276 0.191 -1.268
H 0.208 2.118 -0.756
H -2.206 2.359 -0.652
H -2.365 0.815 -1.485
H -1.709 1.183 1.369
*
```

The structure (SMILES) is C/C=[N+]1\CNCN1. As for the molar mass: 100.14 g/mol. Its highest occupied orbital energy is -14.24 eV. The calculation puts the frontier orbital gap at 9.943 eV. Its LUMO energy is -4.3 eV.

***

Entry b
Computed, not measured: a 2-piece molecular cluster, C4H10N3 overall, with ωB97M-V with the def2-TZVPD basis set.

ORCA input file:
```
! wB97M-V def2-TZVPD RIJCOSX def2/J DEFGRID3
* xyz 1 1
C -0.944 -1.332 -0.065
C 0.389 -1.328 -0.053
C -1.453 0.015 0.397
C 2.016 0.535 -0.408
N -0.189 0.798 0.187
N -2.521 0.605 -0.461
N 0.872 -0.023 0.252
H -1.691 -2.036 -0.255
H 1.045 -2.094 -0.235
H -1.860 -0.046 1.382
H 2.580 1.219 0.211
H 2.505 -0.157 -0.922
H 1.727 1.128 -1.341
H -0.207 1.778 0.263
H -3.266 1.103 -0.035
H -2.915 0.161 -1.247
H 1.707 -0.599 1.679
*
```

As for the molar mass: 100.14 g/mol. Its highest occupied orbital energy (alpha / beta) is -13.81 / -13.80 eV. The calculation puts the frontier orbital gap (alpha / beta) at 8.674 / 7.909 eV. Its LUMO energy (alpha / beta) is -5.1 / -5.9 eV.

***

Entry c
Computed, not measured: an isolated ion of composition C4H10N3 and charge +1, with ωB97M-V with the def2-TZVPD basis set.

ORCA input file:
```
! wB97M-V def2-TZVPD RIJCOSX def2/J DEFGRID3
* xyz 1 1
N -2.260 -0.439 0.237
C -1.324 0.612 0.284
N -0.072 0.224 -0.593
C 0.988 1.092 -0.166
C 2.060 0.409 0.290
N 1.759 -0.885 0.275
C 0.511 -1.207 -0.355
H -2.623 -0.540 -0.692
H -3.032 -0.277 0.829
H -0.785 0.906 1.176
H -1.705 1.476 -0.117
H -0.282 0.576 -1.461
H 1.003 2.137 -0.142
H 2.944 0.947 0.684
H 2.261 -1.583 0.832
H 0.664 -1.608 -1.347
H -0.106 -1.839 0.263
*
```

The structure (SMILES) is NC[N@H+]1C=CNC1. As for the molar mass: 100.14 g/mol. Its highest occupied orbital energy is -12.59 eV. The calculation puts the frontier orbital gap at 9.671 eV. Its LUMO energy is -2.9 eV.

***

Entry d
Computed, not measured: a 2-piece molecular cluster, C4H10N3 overall, with ωB97M-V with the def2-TZVPD basis set.

ORCA input file:
```
! wB97M-V def2-TZVPD RIJCOSX def2/J DEFGRID3
* xyz 1 1
C 2.129 0.948 0.048
C 1.692 -0.276 0.552
C -1.663 -0.308 0.691
C -0.312 -0.558 -1.069
N -1.236 -1.255 -0.314
N -0.515 0.701 -0.811
N -1.180 0.968 0.324
H 2.098 1.863 0.554
H 2.556 0.725 -1.121
H 1.150 -0.404 1.486
H -2.742 -0.263 0.972
H -1.128 -0.622 1.613
H 0.525 -1.034 -1.599
H -1.431 -2.267 -0.389
H 0.129 1.469 -1.081
H -1.960 1.708 0.078
H 1.887 -1.394 0.065
*
```

As for the molar mass: 100.14 g/mol. Its highest occupied orbital energy is -13.21 eV. The calculation puts the frontier orbital gap at 8.992 eV. Its LUMO energy is -4.2 eV.

***

Which structure wins on stability? entry c wins.

***

Entry a
Computed, not measured: an isolated ion of composition C4H10N3 and charge +1, with ωB97M-V with the def2-TZVPD basis set.

ORCA input file:
```
! wB97M-V def2-TZVPD RIJCOSX def2/J DEFGRID3
* xyz 1 1
C -1.141 0.763 0.302
C 1.895 -0.914 -0.815
C 0.431 0.109 1.056
C 1.275 0.186 -0.033
N -2.374 -1.133 -0.133
N -2.120 0.096 -0.005
N -1.062 2.139 0.188
H 2.979 -1.109 -0.465
H 2.133 -0.560 -1.798
H 1.376 -1.884 -0.866
H -3.261 -1.523 -0.338
H 0.390 0.954 1.760
H 0.263 -0.868 1.372
H 1.679 1.130 -0.396
H -1.604 -1.737 -0.018
H -0.922 2.457 -0.845
H -0.447 2.606 0.831
*
```

As for the molar mass: 100.14 g/mol. Its highest occupied orbital energy (alpha / beta) is -13.11 / -13.11 eV. The calculation puts the frontier orbital gap (alpha / beta) at 7.604 / 7.602 eV. Its LUMO energy (alpha / beta) is -5.5 / -5.5 eV.

***

Entry b
Computed, not measured: an isolated ion of composition C4H10N3 and charge +1, with ωB97M-V with the def2-TZVPD basis set.

ORCA input file:
```
! wB97M-V def2-TZVPD RIJCOSX def2/J DEFGRID3
* xyz 1 1
C 2.105 -0.643 -0.209
C 1.274 -0.882 0.877
N 0.067 -0.487 1.004
N -0.581 0.501 0.141
C -0.232 1.868 0.162
C -1.703 0.082 -0.426
N -2.237 -1.150 -0.368
H 3.077 -1.270 -0.327
H 2.500 0.416 -0.201
H 1.518 -0.842 -1.173
H 1.555 -1.672 1.588
H -1.004 2.539 0.135
H 0.257 1.998 1.111
H 0.532 1.980 -0.560
H -2.395 0.881 -0.834
H -3.044 -1.467 -0.977
H -1.690 -1.852 0.058
*
```

The structure (SMILES) is C/C=N\N(C)C=[NH2+]. As for the molar mass: 100.14 g/mol. Its highest occupied orbital energy is -13.97 eV. The calculation puts the frontier orbital gap at 10.332 eV. Its LUMO energy is -3.6 eV.

***

Entry c
Computed, not measured: an isolated ion of composition C4H10N3 and charge +1, with ωB97M-V with the def2-TZVPD basis set.

ORCA input file:
```
! wB97M-V def2-TZVPD RIJCOSX def2/J DEFGRID3
* xyz 1 1
C -0.210 2.237 1.521
C -0.991 1.110 0.926
C -1.276 1.103 -0.538
N -0.434 0.118 -0.006
C 0.170 -0.963 -0.490
N 0.976 -1.900 0.072
N 1.593 -2.821 -0.929
H -0.950 2.760 2.051
H 0.191 2.891 0.804
H 0.605 1.939 2.132
H -1.857 0.802 1.439
H -2.209 0.879 -0.829
H -0.719 1.837 -1.157
H 0.030 -1.200 -1.550
H 2.167 -2.220 -1.475
H 0.766 -3.092 -1.498
H 2.148 -3.479 -0.473
*
```

The structure (SMILES) is C[C@H]1CN1/C=N/[NH3+]. As for the molar mass: 100.14 g/mol. Its highest occupied orbital energy is -13.54 eV. The calculation puts the frontier orbital gap at 10.228 eV. Its LUMO energy is -3.3 eV.

***

Which structure wins on stability? entry b wins.